# 1
168
Properties=species:S:1:pos:R:3:forces:R:3 method="wB97M-V/def2-TZVPD" energy_ev=-206865.8560 total_charge=-2 e_above_lowest_kj_mol=15.14 homo_energy_ha=-0.0788
Cd -0.050 -0.150 0.476 0.03 -0.56 -0.17
C 4.970 4.823 3.138 -0.04 -0.10 0.02
C 5.116 3.467 3.833 0.05 -0.02 0.07
C 4.899 3.684 5.340 0.02 0.01 -0.06
C 6.547 2.964 3.590 -0.03 0.04 0.02
C 4.114 2.440 3.313 0.02 0.16 -0.06
C 3.166 2.734 2.343 -0.03 -0.07 -0.08
C 2.304 1.757 1.883 -0.30 -0.06 0.18
Se 0.946 2.277 0.609 1.13 0.33 -0.38
C 2.037 2.018 -0.975 -0.30 0.00 0.03
C 2.989 2.986 -1.240 -0.05 -0.16 -0.08
C 3.849 2.858 -2.323 -0.01 0.07 0.10
C 3.692 1.708 -3.095 0.01 -0.01 0.04
C 2.729 0.729 -2.893 -0.03 -0.07 -0.16
C 1.812 0.868 -1.796 0.18 0.52 0.26
O 0.860 0.043 -1.543 -0.16 -0.24 0.01
C 2.702 -0.423 -3.920 -0.14 -0.03 0.02
C 4.044 -1.173 -3.909 -0.04 0.04 -0.01
C 2.467 0.168 -5.322 0.06 -0.04 0.05
C 1.596 -1.451 -3.667 0.02 0.01 0.01
C 4.892 3.909 -2.698 -0.01 -0.08 -0.03
C 4.616 4.408 -4.126 0.05 0.01 0.07
C 6.298 3.294 -2.635 -0.04 0.06 0.00
C 4.848 5.116 -1.759 0.00 -0.10 -0.01
C 2.285 0.425 2.390 0.08 0.28 -0.21
O 1.509 -0.470 1.888 0.63 -0.14 0.68
C 3.215 0.150 3.444 -0.15 -0.10 0.00
C 4.088 1.150 3.842 0.05 -0.02 -0.05
C 3.228 -1.163 4.255 -0.03 -0.05 -0.01
C 2.861 -0.809 5.709 0.05 -0.02 -0.07
C 2.219 -2.226 3.798 0.02 0.05 0.01
C 4.622 -1.810 4.206 -0.03 0.07 0.02
H 5.727 5.515 3.518 -0.01 0.00 0.01
H 3.985 5.253 3.326 0.01 0.03 -0.05
H 5.107 4.727 2.058 -0.02 0.03 0.00
H 5.568 4.465 5.719 0.00 -0.02 0.02
H 5.087 2.767 5.901 -0.01 0.01 0.01
H 3.866 3.982 5.525 0.02 0.02 0.03
H 7.282 3.691 3.953 0.00 -0.02 0.01
H 6.711 2.807 2.522 0.02 -0.01 0.01
H 6.721 2.015 4.101 0.01 0.00 -0.02
H 3.068 3.727 1.925 0.05 0.01 0.04
H 3.035 3.834 -0.569 0.07 0.04 -0.05
H 4.374 1.568 -3.929 -0.04 0.02 -0.04
H 4.888 -0.514 -4.128 0.01 0.00 0.03
H 4.034 -1.968 -4.662 -0.01 -0.01 0.02
H 4.207 -1.633 -2.931 0.02 -0.01 -0.02
H 3.259 0.860 -5.615 -0.02 0.01 -0.01
H 1.519 0.708 -5.337 0.01 0.00 -0.04
H 2.425 -0.634 -6.067 -0.02 0.00 0.01
H 1.689 -1.909 -2.686 -0.06 -0.04 -0.04
H 1.640 -2.240 -4.427 0.06 0.05 -0.03
H 0.613 -0.986 -3.703 -0.02 -0.07 0.01
H 4.687 3.593 -4.849 0.01 0.02 -0.01
H 5.333 5.187 -4.409 -0.01 -0.01 -0.02
H 3.607 4.819 -4.186 0.01 0.02 -0.02
H 6.381 2.440 -3.309 0.02 0.00 0.00
H 6.508 2.945 -1.622 0.01 0.00 -0.01
H 7.056 4.033 -2.916 0.01 -0.02 0.00
H 3.870 5.599 -1.797 0.02 0.02 0.05
H 5.606 5.847 -2.054 0.00 -0.01 -0.01
H 5.045 4.817 -0.728 -0.01 0.03 0.01
H 4.792 0.920 4.638 -0.03 -0.02 0.00
H 1.895 -0.303 5.712 -0.03 0.02 0.08
H 3.600 -0.143 6.162 -0.02 -0.01 0.01
H 2.793 -1.717 6.317 0.02 0.01 -0.01
H 1.203 -1.841 3.847 -0.03 -0.06 -0.08
H 2.297 -3.094 4.464 0.07 0.04 0.02
H 2.404 -2.551 2.774 -0.08 0.02 -0.01
H 5.408 -1.125 4.533 0.00 -0.02 -0.01
H 4.852 -2.132 3.187 0.02 0.01 0.01
H 4.645 -2.692 4.854 0.01 0.00 -0.01
C -6.356 4.497 -4.147 -0.02 -0.06 0.05
C -5.395 3.609 -3.399 -0.03 0.00 -0.06
C -4.817 2.502 -4.010 0.02 0.05 0.12
C -3.945 1.682 -3.307 0.14 -0.17 -0.04
C -3.663 1.952 -1.981 0.11 0.35 0.09
C -4.214 3.064 -1.357 0.07 -0.02 0.13
C -5.079 3.879 -2.068 -0.01 -0.03 0.01
S -2.534 0.812 -1.112 -1.19 -0.49 -0.84
O -2.026 -0.051 -2.204 0.24 0.12 -0.05
C -3.950 -0.096 -0.387 -0.01 -0.40 0.13
C -4.497 0.484 0.781 0.13 0.10 -0.08
C -5.479 -0.138 1.479 -0.05 0.08 0.11
C -5.946 -1.409 1.080 0.02 -0.13 -0.25
C -6.905 -2.123 1.836 -0.05 -0.05 0.09
C -7.338 -3.356 1.443 -0.05 0.03 0.00
C -6.877 -3.906 0.231 0.08 -0.02 -0.06
C -5.971 -3.227 -0.535 -0.07 0.03 0.06
C -5.441 -1.979 -0.115 0.07 0.01 0.07
C -4.419 -1.302 -0.867 0.28 0.32 -0.03
C -4.099 -1.900 -2.212 0.02 0.08 0.02
C -5.108 -1.665 -3.211 0.16 -0.07 -0.13
C -6.202 -0.786 -2.984 -0.06 -0.04 0.00
C -7.142 -0.561 -3.949 -0.01 -0.01 0.06
C -7.045 -1.194 -5.206 0.03 -0.03 -0.04
C -6.000 -2.033 -5.462 -0.03 0.02 -0.03
C -5.011 -2.290 -4.480 -0.09 0.05 0.14
C -3.922 -3.149 -4.739 -0.01 0.03 0.01
C -2.948 -3.316 -3.803 0.09 -0.16 0.00
C -3.026 -2.705 -2.536 -0.17 0.39 0.06
S -1.453 -2.854 -1.588 -0.43 -0.92 0.05
O -0.532 -3.515 -2.555 0.27 0.27 -0.17
C -1.883 -4.267 -0.527 0.04 0.23 0.04
C -0.853 -4.629 0.338 0.03 0.13 0.02
C -1.004 -5.724 1.167 -0.02 0.01 -0.02
C -2.181 -6.473 1.155 -0.01 -0.07 -0.07
C -2.355 -7.634 2.099 0.02 0.17 -0.02
C -3.185 -6.116 0.266 0.01 0.00 -0.02
C -3.035 -5.023 -0.583 0.00 0.05 -0.01
H -6.321 4.299 -5.218 -0.01 0.01 0.00
H -6.129 5.552 -3.983 0.01 0.00 -0.01
H -7.380 4.325 -3.805 -0.01 0.02 -0.03
H -5.050 2.267 -5.043 0.01 0.04 -0.01
H -3.468 0.827 -3.771 -0.02 0.01 -0.01
H -3.948 3.288 -0.330 0.00 0.03 0.00
H -5.518 4.746 -1.585 0.04 0.01 0.01
H -4.076 1.415 1.132 0.01 0.03 0.06
H -5.886 0.319 2.374 0.06 -0.04 0.03
H -7.284 -1.678 2.750 0.07 0.02 0.01
H -8.045 -3.912 2.048 -0.01 0.04 0.01
H -7.235 -4.878 -0.089 -0.02 0.03 -0.03
H -5.651 -3.638 -1.481 0.03 -0.06 0.02
H -6.282 -0.278 -2.033 0.00 0.01 0.00
H -7.970 0.107 -3.749 0.04 0.03 0.01
H -7.797 -1.004 -5.963 0.02 -0.01 -0.01
H -5.900 -2.514 -6.429 -0.02 -0.01 0.01
H -3.864 -3.645 -5.701 0.06 0.01 0.00
H -2.065 -3.912 -3.998 -0.01 0.00 -0.03
H 0.055 -4.033 0.356 0.00 -0.01 0.08
H -0.206 -5.990 1.853 0.00 0.02 -0.01
H -2.525 -7.263 3.113 0.00 -0.08 0.02
H -1.460 -8.258 2.118 -0.02 -0.03 0.02
H -3.207 -8.251 1.814 0.01 -0.02 0.01
H -4.104 -6.692 0.231 0.02 -0.01 0.01
H -3.817 -4.777 -1.286 -0.03 0.03 0.02
O -0.169 1.091 5.197 -0.03 -0.06 -0.11
C -0.820 1.760 4.409 0.01 -0.03 0.13
N -0.486 2.099 3.145 0.00 0.06 -0.29
S -1.513 3.095 2.464 -0.57 0.65 0.80
O -2.231 2.522 1.341 -0.13 -0.13 -0.09
O -0.971 4.409 2.203 0.06 0.03 0.08
C -2.647 3.220 3.857 0.25 -0.21 -0.11
C -3.793 3.961 4.062 -0.07 0.04 -0.11
C -4.463 3.798 5.271 0.06 0.00 -0.05
C -3.987 2.904 6.227 -0.03 -0.04 0.08
C -2.815 2.188 6.016 -0.02 0.01 -0.04
C -2.143 2.373 4.821 -0.17 0.02 0.12
H -4.157 4.648 3.308 0.00 -0.01 0.00
H -5.358 4.374 5.471 -0.03 -0.04 -0.02
H -4.542 2.768 7.149 0.02 0.03 0.00
H -2.423 1.489 6.744 0.03 0.05 0.02
I -1.871 -1.533 1.993 0.01 0.00 -0.03
C 3.127 -4.693 -0.961 -0.03 0.08 0.04
N 3.824 -3.470 -0.620 -0.01 -0.08 -0.09
C 5.268 -3.515 -0.507 -0.07 0.18 0.03
C 3.091 -2.358 -0.269 0.15 -0.09 0.05
C 3.891 -1.114 0.024 -0.21 0.00 -0.04
O 1.878 -2.410 -0.205 -0.18 -0.11 -0.03
H 3.578 -5.145 -1.847 0.00 0.00 0.01
H 2.090 -4.445 -1.176 -0.01 -0.05 -0.03
H 3.156 -5.420 -0.140 -0.02 0.00 0.00
H 5.611 -4.512 -0.780 -0.02 -0.01 -0.01
H 5.602 -3.306 0.514 0.03 -0.03 -0.01
H 5.748 -2.794 -1.172 0.04 -0.03 -0.01
H 4.393 -1.216 0.990 0.05 0.04 0.00
H 3.211 -0.273 0.087 0.02 -0.01 0.02
H 4.631 -0.916 -0.752 0.05 -0.02 0.03

---

# 2
151
Properties=species:S:1:pos:R:3:forces:R:3 method="wB97M-V/def2-TZVPD" energy_ev=-90525.8840 total_charge=-1 homo_energy_ha=-0.2188
Cl -1.136 1.059 0.482 2.66 -1.71 -2.42
O -1.823 1.798 -0.541 -2.27 0.29 -0.03
O -0.640 -0.153 -0.168 -0.71 0.07 0.79
O -0.012 1.861 0.800 1.69 1.13 1.38
O -1.843 0.742 1.674 -1.32 0.10 0.30
C -0.955 0.541 5.770 -0.44 0.13 0.03
O 0.364 0.183 6.135 -0.32 -0.50 0.48
H -1.044 1.623 5.862 -0.23 0.14 -0.79
H -1.252 0.080 4.828 0.29 0.66 -0.58
H -1.763 0.176 6.404 0.65 -0.48 0.90
H 0.937 0.711 5.574 0.15 0.13 -0.27
C -1.204 5.727 -0.008 -1.39 -0.17 -1.25
O -0.310 6.781 0.191 0.45 0.29 1.02
H -1.972 5.728 0.765 0.18 -0.46 0.25
H -1.765 5.978 -0.908 0.09 -0.43 -0.40
H -0.703 4.764 -0.110 -0.17 -0.15 0.11
H -0.331 6.777 1.151 0.84 0.91 0.19
C 2.316 2.528 2.881 -0.51 0.76 -0.41
O 1.294 1.770 3.498 0.33 -0.53 0.44
H 2.900 2.990 3.678 0.13 -0.10 -0.18
H 2.936 2.010 2.150 0.23 -0.58 0.40
H 1.848 3.297 2.266 0.02 0.44 0.12
H 0.819 1.313 2.800 -0.33 0.03 -0.33
C -5.298 0.760 0.316 -0.47 1.17 -0.01
O -4.601 0.399 -0.843 0.17 -0.55 -0.07
H -5.108 0.244 1.257 0.49 -0.48 -0.23
H -5.120 1.822 0.480 -0.13 0.23 0.36
H -6.360 0.648 0.095 -0.05 -0.08 0.03
H -3.663 0.580 -0.742 0.29 0.20 0.11
C 1.063 6.561 3.432 -0.06 0.42 0.27
O 0.962 7.973 3.276 0.32 0.25 -0.06
H 1.903 6.405 4.108 -0.15 -0.72 0.13
H 0.122 6.237 3.876 0.17 -0.40 -0.15
H 1.272 6.098 2.467 -0.12 -0.34 0.05
H 1.883 8.233 3.347 -0.17 0.70 -0.23
C -2.742 -2.494 4.544 0.22 0.27 -1.42
O -1.545 -2.939 5.128 0.05 -0.17 1.02
H -3.066 -3.250 3.828 -0.47 0.00 0.01
H -3.557 -2.213 5.211 0.17 -0.11 0.31
H -2.455 -1.623 3.955 -0.30 0.15 -0.04
H -1.797 -3.434 5.911 0.35 -0.15 0.10
C -1.427 2.501 -4.347 -1.01 -0.37 0.27
O -1.811 1.198 -3.818 0.71 1.20 -0.77
H -2.328 3.082 -4.547 -0.23 0.13 0.16
H -0.843 3.063 -3.619 0.26 -0.09 -0.13
H -0.940 2.458 -5.321 0.39 -0.57 0.23
H -1.750 1.325 -2.868 -0.12 -0.34 0.43
C -3.419 3.822 2.519 1.55 -1.30 -0.08
O -2.089 4.244 2.880 -0.53 1.63 0.28
H -3.632 2.956 3.146 -0.58 -0.04 -0.15
H -4.192 4.583 2.627 0.54 0.31 0.32
H -3.372 3.509 1.476 -0.37 -0.14 -0.11
H -1.451 3.541 3.018 -0.49 -0.55 -0.27
C 6.510 4.159 -1.601 -0.47 -0.72 -0.23
C 5.683 5.452 -1.729 -0.06 -0.59 1.18
C 4.680 5.591 -0.528 0.04 -0.96 -1.16
O 3.886 4.425 -0.355 0.27 -0.19 -0.08
C 3.060 4.073 -1.463 -0.91 0.45 0.71
N 6.586 6.533 -1.601 0.96 2.15 -0.42
H 7.048 3.863 -2.502 0.07 0.49 -0.29
H 5.963 3.250 -1.348 -0.28 0.16 0.31
H 7.265 4.361 -0.841 -0.06 -0.28 0.18
H 5.306 5.653 -2.731 -0.84 -0.73 0.13
H 4.079 6.499 -0.560 -0.17 0.10 -0.49
H 5.299 5.705 0.362 0.04 -0.32 0.18
H 2.666 3.062 -1.357 0.84 -0.36 0.09
H 3.515 4.244 -2.439 0.11 -0.13 0.07
H 2.117 4.613 -1.382 0.00 0.72 -0.31
H 7.192 6.489 -2.408 0.38 0.40 0.09
H 7.166 6.510 -0.774 0.02 -0.21 0.13
C 0.915 -2.008 2.718 2.37 0.41 -0.80
C 2.186 -2.580 3.403 0.98 2.01 0.19
C 3.433 -1.612 3.383 -2.11 -0.82 -0.75
O 4.422 -2.202 4.156 1.29 -1.23 -1.25
C 5.638 -1.559 3.893 0.66 1.27 0.86
N 1.848 -2.719 4.797 -0.50 -0.89 0.20
H 1.188 -1.739 1.698 -0.64 -0.40 -0.45
H 0.778 -1.027 3.174 -0.65 -0.13 0.36
H 0.072 -2.693 2.812 0.00 0.30 -0.14
H 2.587 -3.505 2.988 -0.37 -0.22 -0.12
H 3.274 -0.615 3.793 -0.73 0.33 -0.02
H 3.657 -1.505 2.322 0.73 0.09 -0.19
H 6.552 -2.110 4.116 -0.45 -0.54 0.61
H 5.576 -0.664 4.512 0.73 0.39 0.21
H 5.860 -1.173 2.898 -0.83 -0.32 -0.63
H 1.655 -1.762 5.055 -0.11 0.27 0.75
H 0.914 -3.076 4.654 -0.53 -0.46 1.25
C -6.448 -0.341 -3.710 0.52 -0.45 -0.77
C -5.989 -1.684 -3.014 0.26 1.07 -0.64
C -4.372 -1.814 -3.081 -0.95 -1.96 0.67
O -3.873 -2.844 -2.134 0.73 0.05 -1.75
C -2.516 -3.339 -2.457 -0.83 1.24 0.54
N -6.404 -1.648 -1.628 0.51 0.64 0.12
H -5.846 0.536 -3.474 0.14 -0.10 0.34
H -7.494 -0.099 -3.522 -0.08 -0.22 0.53
H -6.437 -0.428 -4.797 0.34 -0.14 -0.27
H -6.664 -2.398 -3.486 1.11 -0.94 -0.50
H -3.870 -0.877 -2.840 -0.37 0.18 -0.10
H -4.104 -2.138 -4.086 0.08 0.16 -0.22
H -2.277 -3.446 -3.515 -0.62 -0.23 -0.28
H -2.297 -4.252 -1.904 -0.61 -0.06 -0.15
H -1.762 -2.636 -2.102 0.00 0.43 0.14
H -6.067 -0.702 -1.523 -0.06 0.19 1.80
H -7.411 -1.576 -1.598 -0.30 -0.08 -0.06
C -3.403 -6.674 -0.550 0.86 0.60 1.39
C -4.202 -6.142 0.677 2.16 0.30 -0.36
C -3.518 -4.917 1.323 -1.57 0.03 -2.08
O -3.399 -3.897 0.306 1.04 -0.28 3.01
C -2.444 -2.912 0.811 -0.50 -0.18 -2.48
N -5.550 -5.884 0.305 -1.69 -0.49 0.56
H -3.359 -7.758 -0.452 -0.27 -0.06 -0.82
H -2.375 -6.334 -0.425 0.30 -0.14 0.19
H -3.637 -6.228 -1.517 -0.79 -0.43 0.12
H -4.123 -6.875 1.480 0.01 -0.59 0.10
H -2.570 -5.252 1.745 0.32 0.24 -0.03
H -4.184 -4.560 2.108 0.06 0.16 0.40
H -2.707 -2.238 1.626 -0.53 -0.54 0.34
H -2.374 -2.277 -0.073 0.52 0.28 0.30
H -1.503 -3.435 0.979 0.21 0.24 0.24
H -5.946 -6.763 0.006 0.19 -0.42 -1.25
H -6.067 -5.924 1.172 -0.34 1.18 0.69
C 0.927 -3.483 -3.880 -1.87 -1.36 0.61
C 1.999 -2.538 -4.181 -0.62 0.71 -0.56
C 1.363 -1.074 -4.351 1.21 -0.27 0.66
C 1.220 -0.311 -3.005 -0.33 -2.12 -0.26
C 2.596 -0.320 -2.398 -1.00 2.42 -0.13
C 3.192 -1.643 -2.064 1.98 -0.48 -2.60
N 3.094 -2.555 -3.259 0.29 3.05 1.16
O 3.723 -3.769 -3.045 -0.36 -0.93 0.17
C 4.740 -1.407 -1.970 -0.41 0.06 1.36
C 2.664 -2.208 -0.778 -0.56 -0.75 0.04
C 2.565 -3.010 -5.485 0.74 1.00 -2.21
H 0.127 -3.366 -4.610 -0.06 -0.06 -0.12
H 0.452 -3.331 -2.911 0.18 -0.20 0.21
H 1.321 -4.491 -4.011 -0.23 -0.24 0.48
H 2.131 -0.587 -4.952 -0.02 0.59 -0.03
H 0.460 -1.077 -4.963 -0.09 -0.43 0.18
H 0.632 -0.864 -2.272 -0.71 -0.19 -0.33
H 0.746 0.669 -3.055 0.32 0.01 -0.33
H 2.477 0.268 -1.489 0.50 0.01 0.31
H 3.146 0.306 -3.101 0.95 -0.31 0.12
H 4.855 -0.781 -1.085 0.44 -0.35 0.50
H 5.220 -2.380 -1.861 0.23 0.19 0.58
H 5.318 -0.857 -2.713 -0.87 -0.03 -0.74
H 3.314 -3.018 -0.449 0.15 0.26 0.46
H 2.481 -1.414 -0.054 0.44 -0.18 0.22
H 1.700 -2.696 -0.921 -0.19 0.14 -0.19
H 3.312 -3.804 -5.463 -0.34 -0.18 0.51
H 3.076 -2.171 -5.957 0.34 0.18 -0.03
H 1.815 -3.266 -6.233 -0.30 -0.26 0.21
H 4.644 -3.567 -3.224 0.14 -0.22 -0.24